Density functional theory data (the ωB97M-V functional and the def2-TZVPD basis) for a cluster of 2 separate species, C5H7NO2 in total at a distorted geometry.

The geometry in XYZ format:
```
15
Properties=species:S:1:pos:R:3:mulliken_charge:R:1
C 0.96437 -0.02225 0.27166 -0.03
C 0.51668 -1.60302 0.19671 -0.30
C -1.26342 -0.02807 0.06345 0.06
C -1.26486 1.44718 -0.03242 -0.53
C -0.08985 0.66492 -0.43098 -0.32
H 3.17047 0.51217 0.26634 0.35
H 1.37019 0.26106 1.20605 0.53
H 1.18812 -2.38040 0.40315 0.42
H -1.09180 -0.33964 1.22220 0.28
H -1.39356 2.02547 0.92402 0.26
H -1.67578 1.94226 -1.06647 0.21
H 0.03772 0.46756 -1.43550 0.29
N -0.70742 -1.91118 -0.30903 -0.38
O 2.08827 0.00736 -0.73904 -0.62
O -1.84913 -1.04343 -0.54015 -0.24
```

The frontier orbital gap comes out at 8.292 eV. The lowest unoccupied orbital energy is -1.1 eV.

Density functional theory data (the ωB97M-V functional and the def2-TZVPD basis) for the molecule C5H7NO2 at a distorted geometry.

The geometry in XYZ format:
```
15
Properties=species:S:1:pos:R:3:mulliken_charge:R:1
C -1.58896 0.79467 0.94718 -0.56
C -0.60242 1.13257 0.10389 -0.17
C 0.49042 0.13470 -0.10351 -0.76
C -0.01138 -1.07591 -1.44265 0.35
C 0.78142 -1.49699 -2.40630 -0.89
N -1.47914 -1.28795 -1.58424 0.94
O -1.97346 -1.28880 -2.65736 -0.59
O -2.02392 -1.46895 -0.51854 -0.57
H -2.45141 1.48314 1.19440 0.23
H -1.73973 -0.21951 1.34597 0.26
H -0.60118 2.00640 -0.56939 0.30
H 0.67027 -0.50609 0.65516 0.37
H 1.45052 0.37269 -0.55116 0.45
H 0.25601 -1.94893 -3.20661 0.34
H 1.79277 -1.30000 -2.21442 0.29
```

As for the SMILES: C=CCC(=C)[N+](=O)[O-]. The frontier orbital gap comes out at 9.866 eV. The lowest unoccupied orbital energy is 0.2 eV.

Density functional theory data (the ωB97M-V functional and the def2-TZVPD basis) for the molecule C5H7NO2 at a distorted geometry.

The geometry in XYZ format:
```
15
Properties=species:S:1:pos:R:3:mulliken_charge:R:1
O 0.57701 -2.86728 0.18219 -0.53
C 0.85760 -1.94215 0.88291 0.19
N 0.41214 -0.72109 0.28780 -0.14
C -0.70934 -0.44397 -0.48939 -0.49
C -0.24170 0.44678 -1.53641 -0.67
O 0.60480 1.43594 -0.86117 -0.34
C 0.09410 1.51394 0.36245 -0.69
C -0.42940 0.24792 0.79629 0.01
H 1.44896 -1.59634 1.70289 0.37
H -1.42176 -1.11997 -0.48438 0.74
H 0.38538 -0.13426 -2.15830 0.28
H -1.00154 1.08523 -2.13534 0.28
H 0.86152 1.68840 1.14315 0.30
H -0.59918 2.38783 0.44556 0.33
H -0.83860 0.01903 1.86175 0.36
```

As for the SMILES: O=CN1[C@@H]2COC[C@@H]21. The frontier orbital gap comes out at 10.017 eV. The lowest unoccupied orbital energy is 0.8 eV.

Density functional theory data (the ωB97M-V functional and the def2-TZVPD basis) for a cluster of 2 separate species, C5H7NO2 in total at a distorted geometry.

The geometry in XYZ format:
```
15
Properties=species:S:1:pos:R:3:mulliken_charge:R:1
C -0.64956 0.25239 0.42099 0.96
C 0.45264 1.32339 0.13170 -0.80
C 1.72612 0.31312 0.06366 -0.14
C -0.37514 -0.69660 -0.44744 -0.81
C -1.78025 -0.22706 -0.53836 -0.43
H -0.74723 -1.51049 1.37977 0.45
H 0.74516 2.37469 0.55389 0.33
H 0.46285 1.47533 -0.98390 0.28
H 2.71102 0.74871 0.02284 0.43
H 0.28744 -0.34831 -1.27815 0.54
H -2.49587 -0.98757 0.14136 0.17
H -2.23398 -0.10384 -1.56125 0.34
N 1.95746 -0.94101 0.17991 -0.35
O -0.68407 -0.14075 1.73813 -0.63
O 0.62342 -1.53201 0.17686 -0.35
```

The frontier orbital gap comes out at 9.974 eV. The lowest unoccupied orbital energy is 0.3 eV.

Density functional theory data (the ωB97M-V functional and the def2-TZVPD basis) for the molecule C5H7NO2 at a distorted geometry.

The geometry in XYZ format:
```
15
Properties=species:S:1:pos:R:3:mulliken_charge:R:1
C 1.45218 0.05493 -1.43594 -1.04
C 0.19620 0.27998 -0.74736 0.71
C -0.80312 1.05350 -1.05194 -0.54
O -1.65782 1.10109 -0.05464 -0.28
C -1.17993 0.39401 1.03108 -0.02
O -1.89884 0.12453 2.07254 -0.54
C -0.14751 -0.26973 0.51604 0.29
N 0.72233 -1.40731 0.85788 -0.60
H 2.06294 -0.97435 -1.19751 0.27
H 1.23928 0.01078 -2.53226 0.32
H 2.20268 0.89225 -0.93191 0.19
H -0.95918 2.02299 -1.78329 0.25
H -2.79371 -0.17384 2.11030 0.34
H 0.12732 -2.22241 1.39211 0.31
H 1.43719 -0.88641 1.75490 0.33
```

As for the SMILES: Cc1coc(O)c1N. The frontier orbital gap comes out at 8.726 eV. The lowest unoccupied orbital energy is 0.5 eV.

Density functional theory data (the ωB97M-V functional and the def2-TZVPD basis) for the molecule C5H7NO2 at a distorted geometry.

The geometry in XYZ format:
```
15
Properties=species:S:1:pos:R:3:mulliken_charge:R:1
C -0.70835 1.45509 -0.88114 -1.12
C 0.02632 0.12148 -1.22019 0.09
C -0.87351 -1.10122 -1.02635 -0.63
C 0.15752 -0.78364 -0.07629 0.28
C 0.50642 -0.94113 1.56225 -0.69
N 1.47349 -0.13948 2.07268 0.93
O 2.15248 0.52777 1.31512 -0.57
O 1.63423 -0.30649 3.27902 -0.62
H -0.06683 2.14963 -0.50771 0.34
H -1.52186 1.24603 -0.17874 0.35
H -0.93588 1.85495 -1.95493 0.28
H 0.70359 0.25909 -2.13187 0.31
H -0.71022 -1.93563 -1.64298 0.28
H -1.82450 -0.81830 -0.71331 0.25
H -0.01290 -1.58815 2.10444 0.51
```

As for the SMILES: C[C@@H]1C/C1=C/[N+](=O)[O-]. The frontier orbital gap (alpha / beta) comes out at 8.124 / 8.130 eV. The lowest unoccupied orbital energy (alpha / beta) is -1.3 / -1.3 eV.

Which energy relative to the best compared isomer or geometry (same formula, charge and spin) belongs to each record? In order, 234.32, 138.22, 88.28, 231.78, 98.02, 181.28 kcal per mole.